(1)
{
  "formula": "CBr3NO2",
  "method": "ωB97M-V/def2-TZVPD",
  "gap_ev": 9.977,
  "de_lowest_kj_mol": 0.0,
  "fmax_ev_per_a": 1.90,
  "total_charge": 0,
  "energy_ev": -216745.5495,
  "homo_ev": -10.71,
  "lumo_ev": -0.73,
  "species": ["C", "N", "O", "O", "Br", "Br", "Br"],
  "xyz": [[-1.1698, -0.0250, -0.0516], [0.3688, -0.0169, 0.0170], [0.9332, -1.0854, 0.0033], [0.8761, 1.0983, 0.0362], [-1.6195, -1.7348, -0.8133], [-1.5971, 0.1184, 1.8286], [-1.6909, 1.5343, -1.0224]],
  "forces_ev_per_a": [[0.38, -0.33, 0.34], [1.38, 0.99, -0.85], [0.03, 0.78, 0.37], [-0.15, -1.46, 0.32], [-0.71, 0.54, 0.00], [-0.45, -0.11, -0.08], [-0.49, -0.41, -0.12]],
  "nbo_charge": [-0.31, 0.45, -0.33, -0.35, 0.18, 0.15, 0.19]
}

(2)
{
  "formula": "CBr4S",
  "method": "ωB97M-V/def2-TZVPD",
  "gap_ev": 8.416,
  "de_lowest_kj_mol": 0.0,
  "fmax_ev_per_a": 2.05,
  "total_charge": 0,
  "energy_ev": -292041.1229,
  "homo_ev": -9.76,
  "lumo_ev": -1.35,
  "species": ["C", "S", "Br", "Br", "Br", "Br"],
  "xyz": [[0.3170, -0.1152, 0.1291], [-0.7763, 0.5999, -1.1122], [2.1627, 0.5840, -0.5347], [0.1946, 0.4330, 2.1363], [0.3389, -1.9873, 0.0146], [-2.8526, 0.1753, -0.3069]],
  "forces_ev_per_a": [[1.20, 1.07, 0.66], [-0.69, 0.32, 1.04], [-1.57, -0.38, 0.42], [-0.17, -0.29, -2.02], [-0.03, -0.80, 0.26], [1.26, 0.07, -0.35]],
  "nbo_charge": [-0.53, 0.27, 0.07, 0.08, 0.16, -0.05]
}